{
  "formula": "C23H30N2O4S",
  "method": "the ωB97M-V functional and the def2-TZVPD basis",
  "elements": ["C", "H", "O", "C", "C", "C", "C", "C", "C", "C", "N", "C", "O", "C", "C", "C", "H", "C", "C", "C", "H", "H", "H", "H", "H", "C", "N", "S", "O", "O", "C", "C", "C", "C", "C", "C", "H", "H", "C", "H", "H", "H", "H", "H", "H", "H", "H", "H", "H", "H", "H", "H", "H", "H", "H", "H", "H", "H", "H", "H"],
  "xyz": [[-6.240, -0.592, -0.434], [-6.970, 0.211, -0.531], [-4.988, 0.003, -0.668], [-3.874, -0.792, -0.666], [-3.878, -2.147, -0.355], [-2.694, -2.866, -0.356], [-1.493, -2.250, -0.660], [-1.490, -0.901, -0.974], [-2.664, -0.166, -0.996], [-2.614, 1.312, -1.296], [-2.212, 2.044, -0.109], [-0.925, 2.391, 0.114], [-0.086, 2.358, -0.764], [-0.633, 2.899, 1.530], [-1.248, 2.031, 2.632], [-0.682, 0.615, 2.570], [-0.908, 0.174, 1.597], [0.835, 0.634, 2.768], [1.486, 1.559, 1.742], [0.881, 2.961, 1.750], [1.338, 3.548, 0.953], [1.085, 3.452, 2.704], [1.358, 1.129, 0.749], [2.557, 1.628, 1.943], [1.053, 1.006, 3.776], [1.416, -0.785, 2.665], [1.145, -1.395, 1.385], [2.361, -2.105, 0.491], [1.779, -3.261, -0.134], [3.531, -2.262, 1.309], [2.653, -0.851, -0.737], [3.545, 0.167, -0.466], [3.644, 1.232, -1.343], [2.852, 1.286, -2.485], [1.995, 0.225, -2.761], [1.894, -0.844, -1.890], [1.242, -1.680, -2.089], [1.392, 0.247, -3.657], [2.886, 2.479, -3.385], [2.755, 2.190, -4.425], [3.820, 3.025, -3.280], [2.067, 3.145, -3.112], [4.329, 2.040, -1.131], [4.144, 0.109, 0.429], [0.276, -1.893, 1.305], [2.504, -0.755, 2.761], [1.022, -1.403, 3.481], [-1.147, -0.005, 3.341], [-2.338, 2.004, 2.568], [-0.999, 2.477, 3.598], [-1.049, 3.913, 1.592], [-2.864, 2.022, 0.657], [-1.861, 1.517, -2.060], [-3.591, 1.670, -1.624], [-0.564, -0.397, -1.208], [-0.573, -2.815, -0.658], [-2.717, -3.918, -0.113], [-4.798, -2.652, -0.108], [-6.460, -1.371, -1.171], [-6.304, -1.016, 0.574]],
  "forces_ev_per_a": [[-0.25, -0.09, 0.07], [0.01, -0.10, 0.02], [0.42, 0.06, -0.05], [0.24, -0.01, -0.08], [-0.32, 0.08, 0.05], [0.08, -0.01, 0.01], [0.02, -0.09, 0.03], [-0.18, -0.03, -0.03], [-0.21, 0.11, -0.08], [-0.02, -0.04, -0.12], [-0.47, 0.00, -0.01], [-0.27, 0.38, 0.39], [0.34, -0.10, -0.27], [0.28, 0.15, 0.14], [-0.12, -0.15, -0.20], [0.16, 0.18, 0.33], [-0.08, -0.09, -0.07], [0.05, -0.29, -0.29], [-0.07, 0.09, 0.29], [-0.01, -0.08, -0.29], [0.02, 0.06, 0.07], [-0.02, 0.06, 0.02], [0.06, 0.01, -0.02], [0.10, -0.04, -0.04], [-0.01, -0.03, 0.04], [0.21, 0.53, 0.50], [0.51, -0.56, -0.50], [-0.50, 0.10, 0.24], [-0.11, 0.26, -0.16], [-0.08, 0.37, -0.13], [0.10, -0.43, 0.35], [0.15, -0.03, 0.05], [-0.09, -0.08, -0.03], [0.06, -0.06, 0.04], [0.04, -0.04, 0.14], [-0.05, -0.08, -0.14], [-0.13, -0.07, -0.10], [-0.06, -0.01, -0.10], [-0.06, 0.03, 0.03], [0.01, 0.03, -0.09], [0.05, 0.06, -0.04], [-0.04, 0.11, -0.04], [0.08, 0.08, 0.02], [0.12, 0.08, 0.10], [-0.14, -0.21, -0.20], [-0.07, 0.05, 0.24], [0.09, -0.01, -0.10], [-0.05, -0.08, -0.03], [-0.02, 0.04, 0.08], [-0.07, 0.04, 0.01], [0.01, -0.08, -0.05], [0.16, 0.03, 0.06], [-0.18, -0.01, 0.05], [0.18, 0.00, -0.06], [0.10, 0.10, -0.03], [0.09, -0.08, -0.03], [-0.01, -0.09, 0.02], [-0.10, -0.02, 0.02], [0.02, 0.02, 0.04], [0.01, 0.00, -0.05]],
  "mulliken_charge": [-0.98, 0.26, -0.44, 1.13, -0.59, -1.03, -0.75, 0.23, 0.16, -1.33, 0.03, -0.15, -0.60, 0.73, -1.72, 0.06, -0.31, 0.32, 0.58, -1.75, 0.47, 0.52, -0.83, 0.52, 0.34, -1.50, -0.26, 1.22, -0.72, -0.71, -0.19, -0.64, -0.58, 1.03, -0.61, -0.43, 0.72, 0.39, -1.56, 0.39, 0.40, 0.27, 0.37, 0.58, 0.36, 0.64, 0.41, 0.50, 0.53, 0.60, 0.32, 0.31, 0.43, 0.49, 0.24, 0.54, 0.42, 0.41, 0.37, 0.36],
  "total_energy_ev": -46344.26706,
  "homo_lumo_gap_ev": 9.2877,
  "mol_weight_g_mol": 430.57,
  "smiles": "COc1ccccc1CNC(=O)[C@H]1CC[C@@H](CNS(=O)(=O)c2ccc(C)cc2)CC1",
  "largest_force_ev_per_a": 0.91,
  "charge": 0
}